A 4-piece molecular cluster, C7H16O3 overall at a distorted geometry. Source: the Open Molecules 2025 dataset; level of theory: ωB97M-V with the def2-TZVPD basis set.

E_LUMO: 0.29 eV
DFT total energy: -501.945736 Ha
ΔE to the lowest compared entry with this formula, charge and spin: 2.6471 eV
Structure (SMILES): C=CC(C=C)=CC.O.O.O
Charge: 0
HOMO-LUMO gap: 9.351 eV

```
26
Properties=species:S:1:pos:R:3:lowdin_charge:R:1
C 2.21075 0.22188 -0.84608 -0.1178
C 2.18073 1.51082 -0.54216 -0.0034
C 1.11354 -0.96274 1.02832 -0.1021
C 1.10499 -0.63758 -0.26982 -0.2878
C 0.17650 -1.22406 -1.25923 -0.1487
C 0.34350 -2.25083 -2.07618 0.0269
C 0.04548 -1.79213 1.66100 -0.0933
H 2.84369 -0.33052 -1.52543 0.1057
H 1.51849 1.96604 0.18522 0.0576
H 2.98109 2.20141 -0.78653 0.0503
H 1.82231 -0.35795 1.58698 0.1091
H -0.82356 -0.82742 -1.21127 0.0720
H -0.42469 -2.65156 -2.72295 0.0551
H 1.32244 -2.69140 -2.25374 0.0611
H -0.17286 -1.49137 2.68123 0.0604
H -0.89108 -1.62493 1.12216 0.0674
H 0.24131 -2.86481 1.64650 0.0812
H -1.57950 0.44683 1.93954 0.0026
H -0.66476 1.14198 2.96904 0.0371
O -1.45672 0.61076 2.87868 -0.0509
H -1.98428 2.79482 -1.19162 0.0352
H -0.51560 3.07503 -1.44429 0.0451
O -1.14215 2.89750 -0.73824 -0.0493
H -1.73087 0.75369 -0.48933 -0.0023
H -3.24683 0.99742 -0.51797 0.0426
O -2.58284 0.31283 -0.39866 -0.0538
```